This record from OMol25 describes a 2-piece molecular cluster, C3HO2 overall at a distorted geometry. The level of theory is ωB97M-V/def2-TZVPD.

charge	-1
highest occupied orbital energy	-4.295	eV
multiplicity	1
energy above the lowest of the compared OMol25 structures with the same formula, charge and spin	19.35	kcal/mol

Last column: natural (NBO) charge in e.
Positions of all 6 atoms, in Å:
O 1.90020 -0.94932 0.04759  -0.6198
H -2.77477 -0.50024 0.32829  0.1882
C 1.58455 0.18122 -0.06916  1.0324
C -0.64840 0.06272 -0.26961  -0.3824
C -1.78625 -0.14530 0.03675  -0.6029
O 1.72467 1.35093 -0.07386  -0.6155



This record from OMol25 describes a 7-piece molecular cluster, C20H31Cl8F9O6 overall at a distorted geometry. The level of theory is ωB97M-V/def2-TZVPD.

highest occupied orbital energy	-10.784	eV
multiplicity	1
energy above the lowest of the compared OMol25 structures with the same formula, charge and spin	20.79	kcal/mol
SMILES	CCOC(=O)C(F)(F)F.CCOC(=O)C(F)(F)F.CCOC(=O)C(F)(F)F.ClCCCl.ClCCCl.ClCCCl.ClCCCl

Last column: Löwdin charge in e.
Positions of all 74 atoms, in Å:
H 2.95491 -20.50551 -3.78292  0.0557
O 4.85907 -23.86621 -6.80226  0.1503
H 7.64824 -27.41978 -6.49760  0.0908
O -2.36951 -23.58114 -0.48573  0.0247
C -2.42364 -22.84117 1.75875  -0.4970
Cl 0.70515 -26.27430 -3.92381  0.5454
H -2.34116 -22.36985 -2.13095  0.1203
C -3.79337 -23.97520 -2.36918  -0.0527
H 1.66302 -24.62055 -5.21114  0.0552
O 6.51695 -18.58049 -5.05450  0.1608
H 4.83389 -21.76990 -4.75991  0.1012
O 6.50918 -25.40384 -6.97234  0.0032
C 6.15231 -24.08160 -8.89809  -0.5431
F 7.73906 -20.28571 -2.15351  0.1296
H -3.80862 -25.08986 -2.33158  0.0922
H 0.92855 -25.34095 -9.95503  0.0541
H 5.29869 -26.85439 -6.09147  0.1298
Cl 1.71732 -23.20662 -2.74008  0.5518
H 3.78976 -24.27270 -3.44810  0.0499
C -2.02788 -22.58092 0.31609  -0.3873
H 6.90927 -23.07122 0.70257  0.0829
Cl 2.49228 -26.20640 -8.48385  0.5854
H 2.89225 -25.96150 -4.88220  0.0678
Cl 3.54792 -25.90421 0.23739  0.5609
C 5.73775 -24.37932 -7.41019  -0.3682
F 8.74200 -20.27041 -3.98510  0.1781
H -4.62604 -23.56663 -1.83450  0.0702
H 2.88695 -25.18306 -2.38974  -0.0126
O 5.60114 -20.25536 -3.84743  0.0352
H 1.70838 -23.86816 -7.49103  0.0252
Cl 6.23856 -23.81208 -1.44046  0.5092
Cl 7.06908 -25.35791 2.39388  0.5543
H 4.38920 -28.59945 -0.42790  0.0813
C 6.55116 -19.38964 -4.15793  -0.3775
H -3.92321 -23.69274 -3.39987  0.0682
C 3.39057 -20.24514 -4.73421  -0.0698
C 1.21471 -23.82184 -8.44443  -0.6897
F 7.45218 -24.15827 -9.17185  0.1727
O -1.33062 -21.62350 0.05979  0.1594
C 2.75951 -24.58028 -3.28691  -0.6435
C 2.75796 -27.26769 -0.69864  -0.5594
C 7.84779 -19.58332 -3.30707  -0.5306
C 4.75409 -20.73849 -4.93810  -0.1949
F 5.75423 -22.85978 -9.21951  0.1633
C 7.27059 -25.14930 0.62814  -0.6594
C 1.07526 -25.24915 -8.91577  -0.6359
H 2.06520 -26.78810 -1.38606  0.0179
C 6.13234 -26.19769 -5.83754  -0.2361
H 5.87027 -25.55622 -5.02427  0.0999
C 6.37355 -23.97783 0.36820  -0.6742
H 8.31982 -24.89661 0.48806  0.0728
H 6.95507 -26.07084 0.11134  0.0598
H 2.75731 -20.60577 -5.62188  0.1191
Cl 5.02590 -27.37471 -2.30798  0.5742
H 7.03485 -27.80053 -4.83314  0.0643
H 5.36429 -24.10567 0.72280  -0.0044
H 2.17393 -27.81536 0.03276  0.0682
F 5.56656 -25.03892 -9.65025  0.1389
H 5.06015 -20.41811 -5.89490  0.1170
H 0.24353 -25.65223 -8.32702  0.0798
F -1.40504 -22.43668 2.58499  0.1386
H 3.43487 -19.16426 -4.75597  0.0827
F -3.59015 -22.22199 2.05117  0.1550
H 3.38161 -29.02728 -1.78532  0.0446
H -1.64045 -23.96263 -2.42851  0.1006
H 8.19725 -26.36681 -5.15154  0.1086
C -2.42295 -23.43034 -1.92633  -0.1644
C 2.10910 -25.30560 -4.45835  -0.6421
C 7.34511 -27.01453 -5.51707  -0.0658
C 3.83549 -28.22198 -1.32349  -0.6245
Cl 2.24586 -22.77268 -9.39521  0.5952
F 8.41290 -18.40570 -2.98225  0.1514
F -2.62537 -24.14586 2.00646  0.1532
H 0.27295 -23.34769 -8.32963  0.0622



This record from OMol25 describes one molecule with the formula C15H25NO2. The level of theory is ωB97M-V/def2-TZVPD.

highest occupied orbital energy	-8.381	eV
multiplicity	1
energy above the lowest of the compared OMol25 structures with the same formula, charge and spin	18.87	kcal/mol
SMILES	Cc1cccc(OC[C@H](O)CNC(C)(C)C)c1C

Last column: natural (NBO) charge in e.
Positions of all 43 atoms, in Å:
C -0.67177 2.59373 -1.93909  -0.2989
H 1.81204 -0.52244 3.65156  0.2067
C 2.40786 -1.32135 3.21792  -0.6185
C -3.05985 2.80372 -1.88843  -0.2287
H 2.24520 0.01255 -1.70685  0.1925
H -5.32393 1.57535 -1.67108  0.2169
H 1.37820 2.34362 0.07125  0.1821
H -0.16792 -2.57824 1.27062  0.2061
H -3.94390 3.42089 -1.94994  0.2060
C -3.18953 1.43629 -1.67976  -0.0160
C -2.17278 -0.83952 -1.36659  -0.6552
H 0.23319 -3.01751 2.93310  0.2127
N 1.93228 -0.88277 0.85797  -0.6662
C 1.77068 -1.86108 1.93407  0.1231
H -2.69176 -1.31895 -2.19601  0.2172
H 2.48788 -2.11766 3.95318  0.2119
H -4.66827 0.38758 -0.54039  0.2171
C -0.78463 1.22341 -1.74449  0.2889
H 1.83598 1.65309 -2.21817  0.1845
H 1.65475 -1.32358 -0.01408  0.3615
C 2.53456 -3.11247 1.48632  -0.6044
H 2.51164 -3.87194 2.26315  0.2097
C 1.58215 0.85993 -1.50687  -0.0881
H 3.40314 -0.93882 3.00635  0.2167
H 0.29456 3.06052 -2.04109  0.2154
H -0.25555 -1.36655 2.55334  0.2090
H -2.74204 -1.03525 -0.45796  0.2141
H 0.14452 0.31162 0.81434  0.1858
C 1.23065 0.38419 0.97048  -0.2476
C -2.05103 0.63692 -1.60272  0.0008
H 3.53325 0.61829 0.39316  0.4822
H 1.41061 0.80203 1.96238  0.2055
C -1.80999 3.37583 -2.01359  -0.1938
C 0.30013 -2.22770 2.18923  -0.6301
H -4.69882 0.03167 -2.26265  0.2174
O 0.28240 0.36090 -1.70727  -0.5197
H -1.18832 -1.28609 -1.27220  0.2321
H 2.09052 -3.53034 0.58485  0.2021
H 3.57024 -2.85873 1.27448  0.2161
C -4.55000 0.82520 -1.53174  -0.6300
H -1.71293 4.43944 -2.17238  0.2125
C 1.82878 1.35382 -0.06106  0.0698
O 3.20783 1.50038 0.15666  -0.7195